# 1
Below is a structure of composition C30H28N3O3S5Sn, with properties calculated with the ωB97M-V functional and the def2-TZVPD basis.

Cartesian coordinates (Å):
Sn -1.4093 0.5099 0.3190
C -1.8384 1.0906 3.4343
N -0.8191 0.5419 2.5198
C -0.4818 -0.8393 2.9313
C 0.4042 1.3782 2.5197
C 1.2740 1.0548 1.3329
C 2.6595 1.1558 1.4066
C 3.4344 0.9276 0.2799
C 2.8327 0.5804 -0.9237
C 1.4523 0.4551 -1.0014
C 0.6856 0.6984 0.1264
H -1.4730 1.0509 4.4628
H -2.7477 0.4976 3.3473
H -2.0626 2.1194 3.1622
H -0.1001 -0.8357 3.9552
H 0.2801 -1.2468 2.2697
H -1.3795 -1.4551 2.8900
H 0.9402 1.2529 3.4645
H 0.0862 2.4229 2.4547
H 3.1291 1.4203 2.3468
H 4.5109 1.0159 0.3396
H 3.4403 0.3962 -1.8000
H 0.9895 0.1459 -1.9295
O -7.9867 0.9577 -1.1123
C -6.8663 0.9015 -0.7122
S -6.0915 -0.6043 -0.1479
C -4.5712 0.1319 0.2987
C -4.4353 1.4506 0.1092
S -2.9344 2.3577 0.2454
S -5.7937 2.3183 -0.5663
S -3.2699 -0.9692 0.7418
N 2.1149 7.4268 -2.7236
C 1.9611 7.0808 -1.4209
O 2.4238 7.7201 -0.5017
C 1.1825 5.8172 -1.1580
C 1.1033 4.7546 -2.0471
C 0.3991 3.6227 -1.6689
N -0.2272 3.4988 -0.5020
C -0.1583 4.5350 0.3363
C 0.5403 5.6972 0.0654
H 2.5829 8.2963 -2.9196
H 1.5690 7.0042 -3.4520
H 1.6044 4.7757 -3.0057
H 0.3449 2.7720 -2.3395
H -0.6975 4.4332 1.2728
H 0.5982 6.5032 0.7832
O -0.5701 -1.7024 -0.3888
S -0.8499 -3.1563 -0.0496
C -0.7523 -4.0477 -1.5852
C 0.2776 -3.7984 -2.4819
C 0.3072 -4.5037 -3.6708
C -0.6787 -5.4472 -3.9472
C -1.7021 -5.6842 -3.0434
C -1.7480 -4.9736 -1.8507
C 0.6717 -3.7191 0.7043
C 0.6789 -4.9680 1.3088
C 1.8460 -5.4157 1.9070
C 2.9799 -4.6124 1.9069
C 2.9519 -3.3598 1.3095
C 1.7906 -2.9025 0.7013
H 1.0373 -3.0635 -2.2459
H 1.0999 -4.3262 -4.3847
H -0.6466 -5.9976 -4.8777
H -2.4699 -6.4119 -3.2667
H -2.5510 -5.1318 -1.1417
H -0.2120 -5.5851 1.3094
H 1.8694 -6.3885 2.3784
H 3.8873 -4.9646 2.3784
H 3.8346 -2.7339 1.3132
H 1.7479 -1.9254 0.2339

Calculated values
LUMO energy: -3.2 eV
HOMO-LUMO gap: 0.2649 Eh
Total charge: +1
ΔE to the lowest compared entry with this formula, charge and spin: 0.520 eV

# 2
Below is a cluster of 2 separate species, C30H28NO3 in total in a non-equilibrium geometry, with properties calculated with the ωB97M-V functional and the def2-TZVPD basis.

Cartesian coordinates (Å):
C -6.0139 -4.1375 -2.2232
O -5.4550 -2.8063 -2.2600
C -4.1036 -2.6930 -2.2413
C -3.5672 -1.3821 -2.2687
C -2.1961 -1.2033 -2.2388
C -1.2994 -2.3003 -2.1718
C 0.1639 -2.1130 -2.0866
C 0.7527 -0.8927 -1.9262
N 0.9516 -3.2648 -2.1759
C 2.1650 -3.4373 -1.5454
C 2.7901 -4.8007 -1.7394
O 2.6901 -2.5694 -0.8578
C -1.8534 -3.5941 -2.1425
C -3.2284 -3.8056 -2.1899
H -7.0912 -3.9817 -2.2229
H -5.7116 -4.7154 -3.1062
H -5.7036 -4.6697 -1.3147
H -4.2550 -0.5394 -2.3179
H -1.7936 -0.1923 -2.2755
H 1.8314 -0.7982 -1.8842
H 0.1306 -0.0065 -1.9208
H 0.6260 -4.0713 -2.6897
H 2.3202 -5.3920 -2.5290
H 3.8485 -4.6637 -1.9729
H 2.7363 -5.3510 -0.7941
H -1.2206 -4.4792 -2.0675
H -3.6246 -4.8238 -2.1784
C 3.3981 6.7849 -1.0775
C 2.4517 6.8683 -0.0531
C 2.5795 6.0825 1.0952
C 3.6564 5.1988 1.1769
O 3.7577 4.3134 2.2592
C 2.9201 3.2020 2.3077
C 3.4085 1.9760 1.8304
C 2.5418 0.9083 1.7349
C 1.1772 0.9881 2.1600
C 0.3741 -0.1683 1.9622
C -1.0010 -0.3945 2.2403
C -1.4664 -1.7449 2.1283
C -2.7821 -2.0869 2.3915
C -3.7003 -1.0984 2.7833
C -3.2836 0.2359 2.8805
C -1.9703 0.5941 2.5893
C 0.7748 2.2160 2.7641
C 1.6215 3.3141 2.8163
C 4.6395 5.1357 0.1854
C 4.4888 5.9202 -0.9570
H 3.2906 7.4003 -1.9700
H 1.5996 7.5442 -0.1352
H 1.8576 6.1264 1.9124
H 4.4468 1.9005 1.5055
H 2.8937 -0.0394 1.3229
H 0.9141 -1.0314 1.5649
H -0.7400 -2.5028 1.8274
H -3.0982 -3.1276 2.2988
H -4.7310 -1.3702 3.0043
H -3.9952 1.0091 3.1807
H -1.7031 1.6466 2.6016
H -0.2116 2.3223 3.2038
H 1.2894 4.2656 3.2401
H 5.4755 4.4480 0.3142
H 5.2363 5.8476 -1.7479

Calculated values
LUMO energy: -5.5 eV
HOMO-LUMO gap: 0.1706 Eh
Total charge: +1
ΔE to the lowest compared entry with this formula, charge and spin: 0.257 eV

# 3
Below is a structure of composition C30H29AsF3MnN3O2S3 in a non-equilibrium geometry, with properties calculated with the ωB97M-V functional and the def2-TZVPD basis.

Cartesian coordinates (Å):
Mn -0.4331 -1.1933 0.2099
F 4.5062 -2.8616 -1.7502
C 3.8667 -1.7780 -2.3233
F 4.1693 -0.7267 -1.5376
F 4.5342 -1.6474 -3.5202
C 2.4035 -2.1021 -2.5596
C 1.8831 -2.3930 -3.7800
C 0.5119 -2.6648 -3.8688
C -0.3037 -2.5132 -2.7848
N 0.1820 -2.1240 -1.5906
C 1.5057 -1.9213 -1.4536
S 1.8733 -1.1227 0.0527
H 2.5745 -2.6175 -4.5995
H 0.0872 -3.1109 -4.7623
H -1.3812 -2.6542 -2.7707
O -0.3824 -0.1209 1.7495
C -1.2490 0.5019 2.5189
C -0.7776 1.1925 3.6702
C -1.7309 1.8247 4.4496
C -3.0869 1.9518 4.0021
C -3.5134 1.3118 2.8640
C -2.6162 0.5547 2.1380
C -3.1807 -0.2517 0.9961
N -2.5095 -1.0390 0.1777
C -3.4404 -1.5842 -0.6550
C -4.6839 -1.1499 -0.3054
N -4.4778 -0.2886 0.7715
H 0.2871 1.0211 3.8386
H -1.4640 2.2756 5.3979
H -3.7497 2.4522 4.6459
H -4.5766 1.4510 2.5887
H -3.2102 -2.1389 -1.5437
H -5.6615 -1.3742 -0.6447
H -5.1789 0.1660 1.3808
C 1.1627 -5.4039 3.3614
As 1.2835 -3.9239 2.1534
C 2.0595 -2.5642 3.2257
C 2.4932 -4.5188 0.7849
S -0.6811 -3.4124 1.4958
H 2.0560 -6.0740 3.3374
H 0.3111 -5.9697 3.1494
H 1.0239 -4.9920 4.3943
H 3.0947 -2.7650 3.4709
H 1.4230 -2.6006 4.1383
H 1.9304 -1.6400 2.7061
H 3.5541 -4.3972 1.0397
H 2.4144 -3.7666 -0.0024
H 2.3291 -5.5214 0.3899
O -0.7775 0.6983 -1.0355
S 0.3967 1.4666 -1.6333
C 0.8615 2.6024 -0.3337
C 2.1591 3.1555 -0.3789
C 2.5653 4.0817 0.5626
C 1.7348 4.3340 1.6232
C 0.5131 3.7584 1.6858
C 0.0487 2.8926 0.7633
C -0.3669 2.5374 -2.7708
C 0.3295 2.9368 -3.9044
C -0.0871 3.9375 -4.7369
C -1.3368 4.4811 -4.3999
C -2.0927 4.0766 -3.3062
C -1.6174 3.0681 -2.4702
H 2.8612 2.8381 -1.1373
H 3.6079 4.4604 0.5459
H 2.1189 4.9727 2.3589
H -0.0371 4.0379 2.5837
H -0.9493 2.5400 0.8015
H 1.2732 2.4968 -4.1989
H 0.5364 4.2531 -5.5860
H -1.7300 5.3417 -4.9650
H -3.0470 4.5398 -3.0696
H -2.1966 2.7168 -1.6454

Calculated values
LUMO energy (spin up / spin down): -3.8 / -2.8 eV
HOMO-LUMO gap (spin up / spin down): 0.2349 / 0.2756 Eh
Multiplicity: 5
Total charge: +1
ΔE to the lowest compared entry with this formula, charge and spin: 0.867 eV